ORCA calculation (ωB97M-V/def2-TZVPD) on 2 unconnected molecules or ions with the total composition C4H8O2 at a distorted geometry.

Last columns: bonded neighbours and bond lengths (Å).
Geometry (Å):
1 C -1.31408 -0.57302 -0.15048  C2 1.336, H4 1.082, H5 1.084
2 C -1.39990 0.71944 0.17597  C1 1.336, C3 1.527, H6 1.085
3 C -1.70512 1.12578 1.61644  C2 1.527, H7 1.082, H8 1.094, H9 1.090
4 H -1.54521 -0.88402 -1.16034  C1 1.082
5 H -0.95583 -1.27401 0.59464  C1 1.084
6 H -1.42221 1.45501 -0.62186  C2 1.085
7 H -1.77965 0.23392 2.22416  C3 1.082
8 H -0.99209 1.82147 2.06926  C3 1.094
9 H -2.62119 1.69339 1.45103  C3 1.090
10 O 3.85160 -1.03282 -1.98792  C11 1.200
11 C 2.95143 -0.51490 -1.38677  O10 1.200, O12 1.328, H13 1.090
12 O 2.00271 -1.19161 -0.75087  C11 1.328, H14 0.959
13 H 2.84129 0.56815 -1.33079  C11 1.090
14 H 2.08823 -2.14681 -0.74248  O12 0.959

Summary:
highest occupied orbital energy: -9.29 eV
SMILES: C=CC.O=CO
LUMO: 0.8 eV
gap between HOMO and LUMO: 10.08 eV
strongest force on any atom: 1.92 eV/Å